C28H40AsN6O2RhSSe as an isolated structure in a non-equilibrium geometry, computed with wB97M-V/def2-TZVPD.

Element x y z (Å)
Rh (-0.49210, 0.23040, -0.13320)
N (-6.18100, -1.52280, -4.14500)
C (-5.13170, -1.76890, -3.34410)
C (-4.47420, -3.01870, -3.37410)
C (-3.40370, -3.26660, -2.54320)
C (-2.96990, -2.27180, -1.67660)
C (-3.59670, -1.03120, -1.62930)
C (-4.66650, -0.77540, -2.45440)
S (-1.48530, -2.47380, -0.73060)
O (-1.00650, -3.80640, -0.67490)
O (-1.65880, -1.76350, 0.54630)
N (-0.47450, -1.45730, -1.56050)
C (0.85350, -1.62940, -1.57180)
N (1.44670, -2.67520, -2.11910)
C (2.75640, -2.72630, -2.15820)
C (3.55410, -1.71300, -1.63070)
C (2.87410, -0.65280, -1.04890)
N (1.55090, -0.59470, -1.03170)
H (-6.57540, -2.25700, -4.71090)
H (-6.70490, -0.66660, -4.06790)
H (-4.82560, -3.77290, -4.05900)
H (-2.89850, -4.22130, -2.53910)
H (-3.24340, -0.28500, -0.92160)
H (-5.16880, 0.17800, -2.43450)
H (3.17030, -3.60140, -2.64190)
H (4.63010, -1.75460, -1.66890)
H (3.40510, 0.16890, -0.58720)
C (-2.58940, 2.23560, -6.15600)
C (-1.78300, 2.02360, -4.88370)
C (-0.52280, 1.21260, -5.16540)
C (0.22250, 0.80410, -3.89220)
N (0.81100, 1.93170, -3.20590)
C (0.34510, 2.54870, -2.10170)
Se (-1.27980, 2.17970, -1.24550)
N (1.17360, 3.55580, -1.75930)
C (1.00530, 4.46470, -0.64820)
C (0.64580, 5.89040, -1.07570)
C (-0.79320, 6.08490, -1.55510)
C (-1.07630, 5.53350, -2.94850)
C (2.21980, 3.58370, -2.65550)
C (3.35010, 4.38820, -2.75090)
C (4.21800, 4.13160, -3.79230)
C (3.98380, 3.10290, -4.71010)
C (2.87150, 2.28980, -4.62060)
C (1.98610, 2.54600, -3.57950)
H (-3.46750, 2.83970, -5.95450)
H (-2.90980, 1.28310, -6.56790)
H (-1.99190, 2.74580, -6.90570)
H (-2.39100, 1.49650, -4.14260)
H (-1.51350, 2.99580, -4.46770)
H (0.14400, 1.78110, -5.81570)
H (-0.79320, 0.29600, -5.69040)
H (1.03370, 0.11210, -4.14020)
H (-0.46410, 0.29590, -3.20380)
H (1.94600, 4.47830, -0.09010)
H (0.21690, 4.05980, -0.00340)
H (1.32700, 6.21890, -1.85990)
H (0.80800, 6.53180, -0.20950)
H (-0.98590, 7.15850, -1.57020)
H (-1.48790, 5.63140, -0.84310)
H (-0.30050, 5.82600, -3.65260)
H (-2.02500, 5.92140, -3.30850)
H (-1.15240, 4.44720, -2.93310)
H (3.54790, 5.17890, -2.04700)
H (5.10170, 4.73810, -3.90720)
H (4.69000, 2.94430, -5.50910)
H (2.70310, 1.49770, -5.33190)
C (0.12860, -0.88490, 3.45410)
As (-0.45850, 0.57440, 2.31110)
C (-2.26000, 0.89980, 2.99800)
C (0.51880, 2.12550, 3.03990)
H (-0.02890, -0.60520, 4.49910)
H (1.18260, -1.11660, 3.29530)
H (-0.46210, -1.77110, 3.21900)
H (-2.19530, 1.12640, 4.06620)
H (-2.84590, -0.00910, 2.85410)
H (-2.75170, 1.73110, 2.48890)
H (0.26360, 2.24710, 4.09370)
H (0.25630, 3.04130, 2.50800)
H (1.59400, 1.95970, 2.94970)

HOMO (alpha / beta): -12.916 / -12.856 eV
energy above the lowest of the compared OMol25 structures with the same formula, charge and spin: 83.00 kJ/mol
charge: +2
spin multiplicity: 5
total energy: -182733.88318 eV
HOMO-LUMO gap (alpha / beta): 7.80 / 4.18 eV
largest force on an atom: 3.33 eV/A
expectation value of S²: 6.017

Atomic partial charges in e from the Mulliken method, atoms 1 to 4:
1. Rh 0.733
2. N -0.463
3. C 1.075
4. C -0.781